[1]
Molecular formula: C3H7N4O
Method: DFT, ωB97M-V/def2-TZVPD

The energy above the lowest of the compared OMol25 structures with the same formula, charge and spin comes out at 122.5 kcal per mole. Its total energy is -412.35192 a.u. The calculation puts the HOMO energy at -12.461 eV. The net charge is +1. The spin multiplicity is 1.

Geometry as XYZ:
```
15
Properties=species:S:1:pos:R:3:forces:R:3
C -3.17867 -0.18498 -0.33755 -1.009 -1.761 1.138
C 0.04744 -0.71920 -0.19906 0.921 0.396 0.311
C 1.05525 1.47985 0.57077 -1.475 -0.339 4.658
N -2.19842 0.43967 -0.36139 3.673 2.054 -0.624
N -1.19760 1.20636 0.11179 0.416 0.353 0.235
N -0.03559 0.58024 0.10988 -2.055 0.325 -0.491
N 1.38022 -1.29692 -0.42842 -1.523 -1.690 -0.022
O -4.00306 -0.98754 -0.26542 -1.655 -0.457 -0.408
H -0.78202 -1.36806 -0.31338 -0.477 -0.086 -0.088
H 1.60395 2.03757 -0.11917 0.321 0.705 -1.571
H 0.60595 2.17148 1.44398 0.635 -1.302 -2.544
H 1.71386 0.88299 1.21560 0.187 -0.127 -0.473
H 1.32444 -1.80248 -1.37405 0.844 0.854 1.628
H 1.69535 -1.93864 0.35064 -0.364 0.428 -1.107
H 1.96888 -0.50033 -0.40424 1.559 0.647 -0.640
```
Positions in Å, forces in eV/Å.


[2]
Molecular formula: C3H7N4O
Method: DFT, ωB97M-V/def2-TZVPD

The SMILES is [NH2+]=C(NO)n1cc[nH]1. The energy above the lowest of the compared OMol25 structures with the same formula, charge and spin comes out at 159.0 kcal per mole. Its total energy is -412.29376 a.u. The calculation puts the HOMO energy at -13.610 eV. The net charge is +1. The spin multiplicity is 1.

Geometry as XYZ:
```
15
Properties=species:S:1:pos:R:3:forces:R:3
N 1.26944 -1.59008 -0.07495 -3.172 5.773 -2.356
C 0.51061 -0.01896 -0.07833 3.478 -5.244 0.039
N 1.35293 0.98332 -0.14931 -2.333 -0.047 0.288
O 2.67749 1.00482 0.02250 2.427 -0.759 0.457
N -0.79739 0.00551 -0.13335 -0.431 1.048 -0.670
C -1.98565 -0.83433 -0.25427 -1.936 4.259 1.048
C -2.77626 0.27471 -0.00091 4.867 -2.564 -0.774
N -1.64908 1.19242 0.13561 -0.155 -0.845 0.144
H 0.39989 -2.08746 -0.06538 0.330 -1.218 0.764
H 1.95438 -1.65768 0.63835 -0.082 -0.297 1.312
H 1.00434 1.91885 -0.00205 -0.081 0.263 -0.163
H 3.13831 0.12908 0.15474 -1.328 0.854 -0.406
H -2.28752 -1.81109 -0.48156 0.766 -1.501 -0.076
H -3.74067 0.43243 0.26359 -2.759 0.689 0.337
H -1.65864 1.87243 -0.63809 0.410 -0.413 0.056
```
Positions in Å, forces in eV/Å.


[3]
Molecular formula: C3H7N4OP
Method: DFT, ωB97M-V/def2-TZVPD

The SMILES is NP(N)(=O)n1cccn1. The energy above the lowest of the compared OMol25 structures with the same formula, charge and spin comes out at 7.2 kcal per mole. Its total energy is -754.18807 a.u. The calculation puts the HOMO energy at -9.706 eV. The spin multiplicity is 1.

Geometry as XYZ:
```
16
Properties=species:S:1:pos:R:3:forces:R:3
N 0.18006 -2.10939 -0.44867 1.170 0.288 -0.100
P 0.80915 -0.68680 -1.04281 -2.054 -1.464 -0.014
N -0.25426 -0.58480 -2.31790 5.293 -0.582 -2.368
O 2.24698 -0.65949 -1.19579 0.863 0.186 -0.240
N 0.24092 0.54377 0.04975 -0.818 -0.390 -1.872
C 0.74586 0.82059 1.21541 3.783 0.029 2.380
C -0.20301 1.38291 2.01914 1.740 0.760 2.683
C -1.31148 1.40394 1.21817 -1.303 0.849 -0.975
N -1.04621 0.91930 0.01852 -1.445 -0.478 -0.788
H -0.77541 -2.11005 -0.24281 -1.753 0.164 -0.088
H 0.61099 -2.73066 0.18138 1.171 -0.323 0.779
H 0.23751 -0.36017 -3.24520 -1.642 -0.087 2.010
H -1.05802 -0.17326 -2.03328 -3.213 2.018 0.174
H 1.83596 0.65483 1.37067 -1.121 0.032 0.099
H -0.00263 1.79092 3.06224 -0.581 -0.686 -1.727
H -2.25641 1.89835 1.39117 -0.090 -0.317 0.048
```
Positions in Å, forces in eV/Å.


[4]
Molecular formula: C3H7N4S
Method: DFT, ωB97M-V/def2-TZVPD

The energy above the lowest of the compared OMol25 structures with the same formula, charge and spin comes out at 135.9 kcal per mole. Its total energy is -735.23519 a.u. The calculation puts the HOMO energy (alpha / beta) at -13.162 / -13.400 eV. The net charge is +1. The spin multiplicity is 1.

Geometry as XYZ:
```
15
Properties=species:S:1:pos:R:3:forces:R:3
C 0.53413 0.50471 -1.15654 -0.639 -0.718 -0.396
C -0.44230 0.27921 -2.22125 -1.386 0.737 -2.707
C 1.41059 0.10161 0.94415 0.502 -1.013 0.946
N -1.87147 -1.01143 2.28328 -1.844 -0.191 1.048
N -0.90333 -0.50897 1.76291 -0.115 -0.367 2.385
N -0.79822 -0.33181 0.51294 -3.881 -0.552 -3.200
N 0.31618 0.09009 0.04600 2.149 2.268 -1.401
S -2.07926 0.08311 -1.43079 1.014 -0.350 1.161
H 1.48955 0.93648 -1.36978 0.376 0.008 0.055
H -0.45527 1.16843 -3.00678 -0.101 -1.298 1.953
H -0.24460 -0.57130 -2.95087 0.226 0.556 1.386
H 1.82378 -0.87823 0.78397 0.292 -0.718 1.258
H 1.09297 0.42587 1.92715 0.358 -0.383 0.076
H 2.11506 0.71191 0.52184 1.805 1.880 -0.617
H -1.98780 -0.99967 3.35378 1.245 0.140 -1.947
```
Positions in Å, forces in eV/Å.


[5]
Molecular formula: C3H7N5
Method: DFT, ωB97M-V/def2-TZVPD

The energy above the lowest of the compared OMol25 structures with the same formula, charge and spin comes out at 116.8 kcal per mole. Its total energy is -392.11289 a.u. The calculation puts the HOMO energy (alpha / beta) at -7.752 / -7.753 eV. The spin multiplicity is 1.

Geometry as XYZ:
```
15
Properties=species:S:1:pos:R:3:forces:R:3
C 0.10598 1.09576 0.10929 1.018 -0.198 -0.101
C 1.35507 -0.48308 0.17844 -0.363 0.797 -0.517
N -1.74568 -1.13937 -0.63825 0.201 -0.333 -0.743
N -0.60665 1.12593 1.27472 -0.126 -0.121 0.079
C 0.55232 -1.22312 -0.65132 0.221 -0.375 -0.054
N -0.57825 -0.51711 -0.93578 -0.290 0.635 1.225
N 0.51228 2.13879 -0.48169 -0.288 -0.191 -0.049
N 2.26792 -0.52499 1.03098 -0.135 -0.025 -0.210
H -1.71987 -2.09903 -0.30662 0.133 0.014 -0.098
H -2.50863 -0.90476 -1.25840 0.038 0.052 0.073
H -1.00800 2.02044 1.52056 0.044 -0.051 -0.076
H -1.18363 0.32505 1.47976 0.033 0.076 -0.038
H 1.05401 1.93636 -1.31671 -0.014 -0.025 0.126
H 2.70722 0.38618 1.18549 -0.233 -0.067 0.050
H 0.79592 -2.13704 -1.19046 -0.239 -0.187 0.334
```
Positions in Å, forces in eV/Å.


[6]
Molecular formula: C3H7N5
Method: DFT, ωB97M-V/def2-TZVPD

The energy above the lowest of the compared OMol25 structures with the same formula, charge and spin comes out at 84.9 kcal per mole. Its total energy is -392.16370 a.u. The calculation puts the HOMO energy at -9.813 eV. The spin multiplicity is 1.

Geometry as XYZ:
```
15
Properties=species:S:1:pos:R:3:forces:R:3
C -1.07727 -0.75743 0.55430 0.113 0.008 0.008
N 0.20937 -0.71804 0.59174 -0.008 -0.017 0.121
C 0.99144 0.43599 0.11208 0.167 -0.195 -0.172
N 0.99523 -1.74325 1.18281 -0.099 0.090 0.023
N 0.25187 1.46292 -0.34821 -0.220 -0.050 0.148
N 2.25027 0.29710 0.20433 -0.232 0.057 0.080
C -2.62012 0.69021 -1.26195 -0.236 0.086 0.130
N -3.14737 1.25585 -2.12359 0.248 -0.197 0.282
H 0.85263 -2.59446 0.64913 -0.016 0.112 -0.052
H 1.96552 -1.44003 1.07921 -0.089 -0.009 -0.025
H -0.74852 1.39309 -0.51973 0.336 0.028 -0.018
H 0.73493 2.25257 -0.74133 -0.059 -0.095 -0.005
H 2.77897 1.10041 -0.11653 -0.102 0.008 -0.031
H -1.96754 0.04044 -0.25999 0.034 0.212 -0.558
H -1.46942 -1.67537 0.99774 0.163 -0.039 0.068
```
Positions in Å, forces in eV/Å.